Record 1
Below is a gas-phase ion, C6H13IN3 (charge +1), with properties calculated with wB97M-V/def2-TZVPD.

The calculation puts the energy above the lowest of the compared OMol25 structures with the same formula, charge and spin at 3.491 eV. For the total energy, the calculation gives -18992.3378 eV. As for the strongest force on any atom: 4.3 eV Å⁻¹.

Structure (ORCA input):
```
! wB97M-V def2-TZVPD RIJCOSX def2/J DEFGRID3
* xyz 1 1
N -1.7801 -0.1593 -0.9886
H 2.4732 1.4714 -0.3686
N 0.3979 -0.6038 0.9198
C 0.2928 -2.0541 0.5043
H 0.5054 -2.5633 1.3663
N 0.4944 1.6001 0.0434
H -0.5493 -1.5190 -1.7986
H -1.1413 2.9300 0.0386
H -1.8955 -2.2558 0.9577
H 2.2589 1.4072 1.3025
C -1.1455 -2.3454 0.1812
C -1.3778 -1.5206 -1.1085
H -0.6857 2.3417 -1.6140
I -3.3384 0.2373 0.2222
C 1.8558 1.9556 0.3671
C -0.3184 2.5955 -0.6191
H 2.0177 3.0221 0.4951
C 0.0756 0.4114 0.2132
H 0.4973 3.2866 -0.8782
H -1.9913 -2.0681 -1.8413
H 0.8438 -2.3745 -0.3780
H 1.0819 -0.3964 1.7625
H -1.0376 -3.4237 -0.1541
*
```


Record 2
Below is 2 unconnected molecules or ions with the total composition C3H11N3O, with properties calculated with wB97M-V/def2-TZVPD.

The calculation puts the energy above the lowest of the compared OMol25 structures with the same formula, charge and spin at 2.670 eV. For the total energy, the calculation gives -9805.3309 eV. As for the strongest force on any atom: 4.1 eV Å⁻¹. As for the structure (SMILES): [H]/N=C(\N)NCC.O.

Structure (ORCA input):
```
! wB97M-V def2-TZVPD RIJCOSX def2/J DEFGRID3
* xyz 0 1
N -0.0166 -0.8262 0.2531
O -0.9242 6.1924 -0.9811
H -1.0931 5.4807 -0.3155
C -0.5253 -1.3690 1.4325
H 1.0601 -0.9031 2.6760
H 0.6996 -0.0998 0.3972
H 0.0010 6.4466 -0.6379
H 0.2814 -2.4750 -1.1421
N 0.3358 -1.5411 2.5000
H 1.7116 -0.6122 -1.2009
C 0.9912 -0.6902 -1.9467
N -1.7967 -1.7839 1.4567
H 0.4639 -2.4853 2.7869
H -1.0973 -1.0996 -1.6119
H -1.9841 -1.8849 2.4843
C -0.0844 -1.4447 -1.1432
H 0.4894 0.1819 -2.2472
H 1.4879 -1.0867 -2.7602
*
```


Record 3
Below is CH4N2S2 in the gas phase, with properties calculated with wB97M-V/def2-TZVPD.

The calculation puts the energy above the lowest of the compared OMol25 structures with the same formula, charge and spin at 1.468 eV. For the total energy, the calculation gives -25751.0218 eV. As for the strongest force on any atom: 1.7 eV Å⁻¹. As for the structure (SMILES): S/N=C\NS.

Structure (ORCA input):
```
! wB97M-V def2-TZVPD RIJCOSX def2/J DEFGRID3
* xyz 0 1
N -0.7629 0.3865 0.3199
N 1.4624 0.5463 -0.6066
H -1.3894 0.9699 0.7973
H 0.1232 2.0547 -0.6188
S 1.8852 -1.0426 -0.1759
C 0.2942 1.0206 -0.3328
H -1.0422 -1.9074 0.2072
S -1.6065 -0.9006 -0.4673
H 1.0359 -1.1275 0.8771
*
```


Record 4
Below is a molecular structure, C46H32Cl2CrN4O3SSi, with properties calculated with wB97M-V/def2-TZVPD.

The calculation puts the energy above the lowest of the compared OMol25 structures with the same formula, charge and spin at 0.000 eV. For the total energy, the calculation gives -132506.9563 eV. As for the strongest force on any atom: 1.1 eV Å⁻¹. Its expectation value of S² is 0.7813.

Structure (ORCA input):
```
! wB97M-V def2-TZVPD RIJCOSX def2/J DEFGRID3
* xyz -1 2
C 0.3015 2.7766 0.4848
H 2.3731 3.8815 -2.4942
C -1.1785 -1.6929 4.8779
H -0.6709 1.6082 4.3581
C 5.3692 -0.7183 -1.1587
H -3.6251 4.2532 1.5397
C -0.3040 2.2490 1.7370
H -1.1194 -3.2146 3.3687
H 8.8880 -3.3830 1.7708
C -4.5534 -2.9892 -0.9001
C -0.7737 0.5600 4.1349
C -3.1419 2.9114 -2.0382
C 7.4291 -0.5771 0.0581
O -0.6620 2.9952 2.6391
C 1.7564 3.6018 -1.6514
H -2.5175 -2.6042 -1.4015
C -0.6428 0.1098 2.8259
H -3.0203 2.5373 -3.0473
C 1.3191 4.5565 -0.7378
C 0.5414 -1.7644 -2.5542
C 0.5943 4.1268 0.3534
C -3.5216 -0.7857 -0.8469
Cl -1.1822 0.2511 6.7804
H -3.2536 -1.2859 -3.4409
H 0.2532 -5.0446 -3.2838
C 9.2489 -2.5875 -0.1402
N 0.6504 1.8640 -0.4370
H -2.7352 2.0008 1.1862
C 2.0009 -0.3521 0.0116
C 1.3979 2.2843 -1.4605
H 1.5639 5.6018 -0.8713
H 0.2509 4.7987 1.1274
C 0.5808 -2.9159 -3.3111
Si -2.0139 0.3545 -1.1884
C -1.3509 0.0682 -5.8837
H -4.2454 5.6674 -0.4030
H 4.8317 -0.8976 -2.0804
C -1.0356 -0.3415 5.1554
C -0.1667 -2.9061 -0.7002
S 9.2078 -0.7760 0.1719
H -3.9604 4.7800 -2.6989
C -4.7478 -0.2726 -0.4165
C -3.6742 4.1793 -1.8429
C -0.5470 -2.8684 0.7398
H -4.8413 0.7878 -0.2195
C -2.7699 2.1035 -0.9605
C 6.7282 -0.2802 1.2224
H -1.1552 -0.0241 -6.9454
C -3.8417 4.6735 -0.5571
C -5.7693 -2.4506 -0.5039
H -0.4135 -5.0068 -0.8472
H 10.5599 -2.8892 1.5223
N -0.3416 0.8911 1.7047
C 6.7525 -0.7727 -1.1391
C -0.8950 1.0971 -3.7583
C -2.2931 -0.7422 -5.2692
C -0.1383 -4.1119 -1.3875
H 0.0681 1.6514 -5.5943
H 1.7303 1.5106 -2.1413
C -2.9750 2.6136 0.3244
C 5.3472 -0.2042 1.1943
H -2.8572 -1.4592 -5.8547
C -1.8130 0.2665 -3.1067
N -0.5298 -1.5982 1.2062
C 9.7081 -3.3750 1.0496
C 3.2200 -0.3999 -0.0035
H 4.7927 0.0184 2.0960
C -1.0332 -2.1632 3.5813
C -3.4516 -2.1645 -1.0721
C -2.5159 -0.6408 -3.9009
Cl -1.5393 -2.8268 6.1399
H -6.6387 -3.0879 -0.3971
H -0.3573 1.8416 -3.1831
C -5.8589 -1.0896 -0.2548
C -3.4960 3.8831 0.5295
Cr 0.0361 -0.1061 0.1003
O 8.9120 -3.0506 -1.1877
H 9.9480 -4.4001 0.7688
H -6.7996 -0.6550 0.0631
C -0.7524 -1.2744 2.5478
C 0.2277 -4.1229 -2.7173
C 4.6438 -0.4431 0.0070
H 0.8924 -2.8749 -4.3455
H 7.3062 -0.9944 -2.0396
O -0.8085 -3.9048 1.3418
H -4.4680 -4.0542 -1.0827
C -0.6589 1.0003 -5.1213
H 7.2713 -0.1200 2.1449
N 0.1558 -1.7360 -1.2759
H 0.8289 -0.8154 -2.9835
*
```


Record 5
Below is C4H8N2S2 in the gas phase, with properties calculated with wB97M-V/def2-TZVPD.

The calculation puts the energy above the lowest of the compared OMol25 structures with the same formula, charge and spin at 3.860 eV. For the total energy, the calculation gives -28924.4479 eV. As for the strongest force on any atom: 5.1 eV Å⁻¹. As for the structure (SMILES): CN1NSC=C1CS.

Structure (ORCA input):
```
! wB97M-V def2-TZVPD RIJCOSX def2/J DEFGRID3
* xyz 0 1
C -0.4787 1.8023 -0.5695
H -1.4804 2.0946 -0.9065
H 0.0630 -2.5250 -1.0008
H 1.2085 1.7402 1.0484
S -1.6227 -2.0764 0.7150
H 0.1727 1.7073 -1.4679
H 2.1063 0.0961 -0.2997
C -0.7576 0.1595 -0.1251
C -1.8439 -0.3752 0.3884
H -2.8660 -0.0633 0.6898
S 0.4042 2.8155 0.5320
H 1.9645 -1.6333 0.1134
N -0.1067 -2.0565 -0.1842
N 0.2521 -0.6945 -0.4667
H 1.4742 -0.3607 1.3254
C 1.5105 -0.6308 0.2079
*
```


Record 6
Below is a molecular structure, B4H16Zn, with properties calculated with wB97M-V/def2-TZVPD.

The calculation puts the energy above the lowest of the compared OMol25 structures with the same formula, charge and spin at 0.000 eV. For the total energy, the calculation gives -51378.9992 eV. As for the strongest force on any atom: 1.4 eV Å⁻¹.

Structure (ORCA input):
```
! wB97M-V def2-TZVPD RIJCOSX def2/J DEFGRID3
* xyz -2 1
H 1.2248 1.7673 0.8915
Zn 0.0142 0.0163 0.0498
H -1.5687 0.3338 -1.4961
H 1.6787 0.2418 -0.9073
H 0.0217 1.5711 -1.4477
B 1.6641 -0.9253 -1.1647
B -1.1697 1.4548 -1.3217
B 0.8207 1.0850 1.8017
B -1.2964 -1.6175 0.6539
H 1.2200 1.4645 2.8772
H 2.7488 -1.3112 -1.5364
H -0.3794 1.1468 1.8684
H -2.1996 -2.3855 0.8886
H -1.0277 -1.5888 -0.5078
H 1.3231 -1.5323 -0.1980
H 0.8571 -1.0976 -2.0493
H -1.6042 -0.5236 1.0235
H 1.1954 -0.0451 1.6404
H -1.6815 2.2044 -2.1218
H -1.5173 1.7454 -0.1987
H -0.3239 -2.0042 1.2543
*
```


Record 7
Below is a molecular structure, C6H38AlO22, with properties calculated with wB97M-V/def2-TZVPD.

For the total energy, the calculation gives -58474.0247 eV. As for the strongest force on any atom: 13.5 eV Å⁻¹.

Structure (ORCA input):
```
! wB97M-V def2-TZVPD RIJCOSX def2/J DEFGRID3
* xyz 1 1
H -2.6444 -6.3727 0.6493
H 2.6633 1.6717 -1.4692
H -1.9362 1.6100 -0.4397
H 0.2377 0.2318 2.5598
H -3.7210 -3.4398 3.3188
H -2.8998 2.8176 -0.8000
O -0.4194 0.8846 -0.1017
H 3.3126 5.0454 1.4090
O -2.7286 -5.3695 -2.7889
O -0.9690 -1.6942 -1.3819
O -3.1903 1.3526 2.9668
O -2.5212 -6.8337 -0.1544
O 1.7748 -1.0361 -1.3548
H 0.6695 5.3510 -1.4009
H -2.6013 -5.9910 -2.1079
H -3.0797 6.7554 -1.1998
H -1.5334 -1.7826 6.5757
O -3.3042 6.1885 -0.4299
H -1.1304 -1.2306 -0.4998
H 3.2179 1.9532 2.8180
Al 0.5351 -2.5373 -1.6460
H -3.2143 -5.5359 -3.6093
O 0.4683 2.1653 -5.6928
H 0.4514 1.4988 3.3125
O 3.9629 1.9187 3.4559
C 1.4609 1.8824 -3.4735
C 1.1879 -0.8984 -3.5888
H 1.8816 4.9025 1.0636
H -4.2322 6.0297 -0.6042
H -1.8407 -1.6799 -1.8297
H -0.4918 5.8446 -0.5187
H -1.0428 -4.5175 -2.0448
H -0.3168 -0.7405 -5.0725
H -0.3140 -3.0485 2.7999
O -0.8227 -1.7670 5.9127
H 0.5036 1.0273 -0.4440
H 3.2404 5.1189 -2.4514
H 2.1889 -2.5445 0.3318
O 1.3312 2.9970 -3.2729
H -2.9643 2.2752 2.8651
H -0.1184 -1.2794 6.4149
H -0.0276 -4.5072 -3.1096
O 0.4639 1.1768 2.4450
O 3.2510 5.6830 -1.6631
H -0.4025 1.1617 0.8435
O -2.8415 1.8423 -0.7316
O -3.2049 -4.0506 2.8020
H -3.2825 1.0158 2.0265
H -3.4060 -7.1941 -0.1436
C 0.9046 1.2486 -4.8547
O 0.2634 5.2764 -0.5053
H 4.6652 2.3223 2.9254
C 0.7148 -0.1962 -4.7529
O 3.7549 -1.8118 1.9235
O 0.9790 -2.0440 -3.4788
H -3.4683 -3.7941 1.8695
O 2.4724 4.9051 1.8276
O 0.0903 -2.2207 3.0779
H 3.9494 -2.4300 2.6330
O 1.3312 -2.9086 -0.0012
H 4.1067 5.5898 -1.2447
C 1.8371 -0.3969 -2.4140
C 2.1107 0.9480 -2.4251
H 0.1991 -2.2562 4.0169
H 0.8871 -3.3881 0.7082
H 3.7205 -0.9222 2.3112
O -0.1196 -4.2723 -2.1619
*
```


Record 8
Below is C15H13N3 in the gas phase, with properties calculated with wB97M-V/def2-TZVPD.

The calculation puts the energy above the lowest of the compared OMol25 structures with the same formula, charge and spin at 0.118 eV. For the total energy, the calculation gives -20233.7874 eV. As for the strongest force on any atom: 3.7 eV Å⁻¹.

Structure (ORCA input):
```
! wB97M-V def2-TZVPD RIJCOSX def2/J DEFGRID3
* xyz 0 1
H 2.7504 -0.7512 -0.9430
C 0.9922 -1.5269 -4.3230
C -2.3570 0.3642 2.3415
H 0.4627 -1.7409 -5.2202
H -0.3222 2.2899 5.4300
N 0.6759 -0.1707 0.2363
C 0.8686 -0.9274 -1.9681
C -1.5745 -0.0552 1.2598
C 0.3673 0.9572 2.3226
H 4.1235 -1.1748 -3.0381
C 2.3787 -1.5651 -4.2636
N 0.1234 -0.4649 -0.8947
C 0.2064 -1.2311 -3.1855
H 1.4281 1.1426 2.2683
H 1.2396 2.1268 4.6568
H -1.6721 -2.0970 -2.8716
H -1.7069 -0.3161 -2.9232
C 3.0221 -1.2589 -3.0958
C -1.7772 1.0923 3.3764
H -2.0503 -0.6465 0.4700
H 0.1384 3.3636 4.1021
H 3.0237 -1.7658 -5.1272
C -0.1982 0.2334 1.2440
N -2.6136 1.5653 4.3569
H -3.4243 0.1793 2.3964
C -3.2617 2.0208 5.2102
H -1.5819 -1.2410 -4.4149
C -1.3163 -1.2251 -3.3749
C -0.4130 1.4195 3.4148
C 0.1807 2.3530 4.4741
C 2.2874 -0.9495 -1.9163
*
```


strongest force on any atom of number 4 (C46H32Cl2CrN4O3SSi)?
1.1 eV Å⁻¹